1.
DFT (the ωB97M-V functional and the def2-TZVPD basis) results for one molecule with the formula C7H8O2S2.

```
19
Properties=species:S:1:pos:R:3:nbo_charge:R:1
O -2.997 -0.922 1.052 -0.90
O -4.507 1.107 0.808 -0.93
H 0.693 1.103 0.825 0.24
H 4.586 -1.374 1.180 0.24
C 0.176 1.347 -0.101 -0.64
C -3.115 0.178 -1.243 -0.50
C -1.844 0.257 -1.049 0.06
H 0.928 1.610 -0.848 0.23
H -3.247 -1.075 1.966 0.50
H -0.474 2.205 0.062 0.24
C -0.636 0.185 -0.561 -0.16
H 4.426 0.321 0.687 0.24
H 4.891 -0.908 -0.505 0.24
S -4.222 -0.176 0.193 1.48
C 2.880 -0.937 0.070 0.03
C 1.717 -1.083 -0.206 -0.29
S 0.099 -1.452 -0.526 0.38
C 4.275 -0.711 0.372 -0.68
H -3.629 0.324 -2.176 0.24
```

Properties
* electronic energy: -33149.81891 eV
* relative energy (zero: lowest compared OMol25 entry of this formula, charge and spin): 2.662 eV
* orbital gap: 8.68 eV

=====

2.
DFT (the ωB97M-V functional and the def2-TZVPD basis) results for an isolated ion of composition C3H6NOS and charge -1.

```
12
Properties=species:S:1:pos:R:3:nbo_charge:R:1
N 2.390 0.562 0.413 -0.31
H -2.654 0.247 1.083 0.17
C -1.733 0.354 0.528 -0.45
H 0.127 -1.109 -1.774 0.20
H -1.644 -1.633 -0.122 0.17
H 2.079 0.717 1.402 0.26
O 1.843 1.467 -0.348 -0.67
C 0.126 -0.564 -0.827 -0.63
H 0.459 0.492 -0.978 0.27
H -1.269 1.326 0.544 0.20
S 1.453 -1.206 0.207 -0.06
C -1.176 -0.653 -0.127 -0.15
```

Properties
* electronic energy: -17578.67390 eV
* total charge: -1
* relative energy (zero: lowest compared OMol25 entry of this formula, charge and spin): 4.391 eV
* orbital gap: 6.27 eV
* SMILES: C=CCSN[O-]

=====

3.
DFT (the ωB97M-V functional and the def2-TZVPD basis) results for one molecule with the formula H2N2O3.

```
7
Properties=species:S:1:pos:R:3:nbo_charge:R:1
N -0.499 0.721 -0.256 0.65
O 0.445 1.239 -0.775 -0.39
H -0.786 -1.162 0.923 0.41
N -0.196 -0.618 0.325 -0.26
O -1.622 1.077 -0.095 -0.35
H 1.540 -0.235 -0.270 0.49
O 1.117 -1.023 0.148 -0.54
```

Properties
* electronic energy: -9149.48737 eV
* relative energy (zero: lowest compared OMol25 entry of this formula, charge and spin): 0.751 eV
* orbital gap: 10.15 eV
* SMILES: O=[N+]([O-])NO

=====

4.
DFT (the ωB97M-V functional and the def2-TZVPD basis) results for C5H8O as an isolated structure.

```
14
Properties=species:S:1:pos:R:3:nbo_charge:R:1
C 1.753 0.123 -0.141 -0.71
H 2.475 -0.587 0.292 0.25
H -0.185 1.116 0.670 0.26
C 0.569 0.030 0.773 -0.04
H -0.630 -1.765 1.275 0.25
O -2.728 -0.671 -0.144 -0.51
H 1.594 -0.196 -1.187 0.18
H 2.231 1.107 -0.124 0.22
H -0.024 -1.754 -0.400 0.22
H -0.539 1.159 -1.274 0.24
C -1.578 -0.326 -0.054 0.60
C -0.376 -1.118 0.429 -0.62
H -1.687 1.890 -0.082 0.25
C -1.013 1.054 -0.295 -0.61
```

Properties
* electronic energy: -7357.93223 eV
* relative energy (zero: lowest compared OMol25 entry of this formula, charge and spin): 4.323 eV
* orbital gap: 8.74 eV

=====

5.
DFT (the ωB97M-V functional and the def2-TZVPD basis) results for C5H8N as an isolated structure.

```
14
Properties=species:S:1:pos:R:3:nbo_charge:R:1
H -0.352 1.934 0.777 0.27
H -0.641 0.213 -2.011 0.26
C -0.973 -1.102 0.365 -0.23
H -2.729 0.232 0.726 0.24
N 1.600 -0.477 0.339 -0.67
H 1.792 -1.454 0.109 0.45
C -1.698 -0.006 0.567 -0.10
H 0.630 1.427 -1.505 0.23
H 2.087 0.147 -0.342 0.46
C -0.525 1.001 0.205 -0.26
C -0.127 0.692 -1.182 -0.40
H 1.682 -0.256 1.338 0.46
H -0.986 -2.152 0.676 0.25
C 0.239 -0.198 -0.061 0.03
```

Properties
* electronic energy: -6794.24966 eV
* total charge: +1
* relative energy (zero: lowest compared OMol25 entry of this formula, charge and spin): 3.839 eV
* orbital gap: 9.93 eV

=====

6.
DFT (the ωB97M-V functional and the def2-TZVPD basis) results for C2HClF2 as an isolated structure.

```
6
Properties=species:S:1:pos:R:3:nbo_charge:R:1
C -0.721 -0.007 -0.094 0.73
C 0.212 -0.892 0.033 -0.40
H 0.065 -1.794 0.251 0.22
Cl 1.581 0.001 -0.013 0.05
F -1.983 -0.509 -0.011 -0.33
F -0.672 1.305 0.049 -0.28
```

Properties
* electronic energy: -20045.22811 eV
* relative energy (zero: lowest compared OMol25 entry of this formula, charge and spin): 1.429 eV
* orbital gap: 10.42 eV

=====

Which of these has the highest relative energy (zero: lowest compared OMol25 entry of this formula, charge and spin)? C3H6NOS